No. 1
DFT (ωB97M-V with the def2-TZVPD basis set) results for a structure of composition C21H42F4N2SbSi3Y in a non-equilibrium geometry.

Output
- ΔE to the lowest compared entry with this formula, charge and spin (kJ/mol) = 0.0
- gap between HOMO and LUMO (hartree) = 0.271
- HOMO energy (eV) = -13.79
- total charge = +2

Geometry (Å):
Y: -0.2409 -1.4971 -0.5734
C: 0.4424 -4.4476 -0.5638
C: 1.7927 -3.9572 -0.0577
N: 1.8569 -2.4648 -0.0430
C: 2.9108 -1.9374 -0.9465
C: 2.5366 -2.1398 -2.4042
C: 2.0356 -1.8774 1.3202
C: 0.9125 -2.2426 2.2571
N: -0.3446 -1.9793 1.5608
C: -1.5181 -2.4241 2.1695
C: -2.6288 -2.5523 1.3533
F: -2.4159 -2.1751 0.0183
C: -3.8695 -2.9958 1.7380
F: -4.8404 -3.0743 0.8353
C: -4.0637 -3.3500 3.0589
C: -2.9892 -3.2143 3.9187
F: -3.1280 -3.5155 5.2008
C: -1.7436 -2.7502 3.5051
F: -0.7832 -2.5955 4.4219
H: 0.3913 -5.5338 -0.6226
H: 0.2562 -4.0928 -1.5916
H: -0.3702 -4.1423 0.1049
H: 2.5886 -4.3276 -0.7033
H: 1.9995 -4.3413 0.9395
H: 3.8696 -2.4080 -0.7128
H: 3.0207 -0.8709 -0.7375
H: 2.4372 -3.1915 -2.6736
H: 3.2824 -1.7024 -3.0666
H: 1.5858 -1.6354 -2.6600
H: 2.0313 -0.7909 1.1672
H: 3.0083 -2.1395 1.7463
H: 1.0421 -1.6479 3.1645
H: 0.9658 -3.2901 2.5711
H: -5.0192 -3.7144 3.4089
C: 3.0539 1.8621 -2.2838
Si: 2.3024 2.5240 -0.7184
C: 3.2055 1.9886 0.8143
C: 2.0140 4.3489 -0.7782
Sb: -0.0373 1.4685 -0.5843
Si: -1.3329 2.2081 1.5254
C: -1.3071 4.0574 1.5102
C: -0.3929 1.4695 2.9405
C: -3.0227 1.4711 1.3322
Si: -1.3075 2.0153 -2.7574
C: -1.1495 3.8272 -3.0941
C: -3.0646 1.4818 -2.4896
C: -0.4686 0.9707 -4.0517
H: 4.1307 2.0547 -2.3010
H: 2.6237 2.3531 -3.1591
H: 2.9064 0.7861 -2.3911
H: 4.0050 2.7039 1.0279
H: 3.6738 1.0085 0.7005
H: 2.5544 1.9626 1.6889
H: 2.9696 4.8809 -0.8117
H: 1.4777 4.6928 0.1077
H: 1.4412 4.6353 -1.6610
H: -0.3057 4.4306 1.7320
H: -1.9829 4.4579 2.2714
H: -1.6229 4.4585 0.5455
H: 0.6200 1.8711 3.0013
H: -0.3400 0.3833 2.8433
H: -0.8945 1.7008 3.8848
H: -3.5934 1.9537 0.5387
H: -3.5816 1.5988 2.2643
H: -2.9802 0.3982 1.1258
H: -1.3942 4.4199 -2.2109
H: -1.8313 4.1276 -3.8946
H: -0.1371 4.0823 -3.4132
H: -3.5863 2.1486 -1.8020
H: -3.1534 0.4646 -2.0981
H: -3.6015 1.5100 -3.4424
H: 0.5956 1.1988 -4.1346
H: -0.9219 1.1453 -5.0318
H: -0.5751 -0.1016 -3.8493

Atoms 1-2, force components in eV/Å:
Y -0.2 -0.8 1.0
C 0.0 0.1 0.0

***

No. 2
DFT (ωB97M-V with the def2-TZVPD basis set) results for a cluster of 2 separate species, C3H7N3S in total in a non-equilibrium geometry.

Output
- ΔE to the lowest compared entry with this formula, charge and spin (kJ/mol) = 120.3
- gap between HOMO and LUMO (spin up / spin down) (hartree) = 0.232 / 0.308
- HOMO energy (spin up / spin down) (eV) = -5.63 / -9.25
- 2S+1 = 3

Geometry (Å):
C: -1.1741 1.7574 -0.0161
C: 3.0253 -0.3557 -0.0475
C: -1.5353 -1.0443 -0.0183
N: -0.2107 0.9066 0.0882
N: 2.3603 -1.3433 0.0421
N: -0.2413 -0.3380 -0.0729
S: 4.2473 0.5838 0.0201
H: -0.9246 2.7041 0.3350
H: -2.1383 1.4323 -0.1509
H: -1.8673 -1.0415 -1.0881
H: -1.4095 -2.1544 0.2996
H: -2.3584 -0.6302 0.7344
H: 0.7913 1.1051 0.1628
H: 1.4353 -1.5819 -0.2886

Atoms 1-2, force components in eV/Å:
C -2.5 3.7 -0.6
C 0.0 -2.1 0.4

***

No. 3
DFT (ωB97M-V with the def2-TZVPD basis set) results for the molecule C6H10O3S in a non-equilibrium geometry.

Output
- ΔE to the lowest compared entry with this formula, charge and spin (kJ/mol) = 76.3
- gap between HOMO and LUMO (hartree) = 0.391
- HOMO energy (eV) = -9.98

Geometry (Å):
C: -0.9813 0.3108 -1.3097
C: -0.9533 0.0860 0.0192
C: 0.2727 0.5093 -2.0742
C: 0.3935 0.0708 0.7067
C: -2.0480 -0.1779 1.0370
C: 0.7540 -1.4135 1.0021
O: 1.9395 1.8606 -0.2796
O: 2.4943 -0.4199 -0.8902
O: 0.6370 0.9890 1.6959
S: 1.4684 0.5699 -0.6793
H: -1.9098 0.2645 -1.8847
H: 0.6090 -0.3201 -2.8668
H: 0.3792 1.5431 -2.6060
H: -1.8634 -1.1922 1.3150
H: -3.0416 0.0689 0.7604
H: -1.8088 0.6176 1.8357
H: 1.8914 -1.4638 0.8886
H: 0.2923 -1.9498 0.1308
H: 0.3451 -1.6761 1.9612
H: 1.1299 1.7230 1.2378

Atoms 1-2, force components in eV/Å:
C -1.2 -0.6 0.5
C -0.7 0.9 -0.1

***

No. 4
DFT (ωB97M-V with the def2-TZVPD basis set) results for a structure of composition C30H46O3P2Ru in a non-equilibrium geometry.

Output
- ΔE to the lowest compared entry with this formula, charge and spin (kJ/mol) = 9.3
- gap between HOMO and LUMO (spin up / spin down) (hartree) = 0.284 / 0.162
- HOMO energy (spin up / spin down) (eV) = -12.85 / -13.53
- 2S+1 = 5
- total charge = +2

Geometry (Å):
Ru: -0.5953 -0.7351 0.7500
C: -1.9512 -1.1672 2.8295
C: -1.5910 -2.1751 1.8483
C: 0.2543 -1.7080 3.2220
C: -0.8324 -0.9480 3.6834
C: -0.1476 -2.4225 2.0299
C: -3.3092 -0.6195 3.0133
H: -3.8797 -0.7005 2.0824
H: -3.2695 0.4392 3.3003
H: -3.8661 -1.1542 3.7964
C: -0.8400 -0.1239 4.9153
H: -1.7685 0.4509 4.9932
H: -0.0001 0.5873 4.9262
H: -0.7471 -0.7419 5.8218
C: 1.5837 -1.8191 3.8564
H: 1.4937 -1.8658 4.9508
H: 2.2106 -0.9514 3.6043
H: 2.1018 -2.7216 3.5103
C: 0.6045 -3.5324 1.4007
H: 0.6764 -4.3876 2.0889
H: 1.6259 -3.2110 1.1507
H: 0.1053 -3.8612 0.4838
C: -2.5314 -3.0653 1.1201
H: -2.8289 -3.9266 1.7368
H: -2.0654 -3.4431 0.2051
H: -3.4364 -2.5162 0.8403
C: -1.0647 1.2748 0.1286
C: -2.1991 0.4653 -0.1397
C: -2.5074 -0.1225 -1.4863
C: -1.3306 -0.8885 -2.1326
C: -0.2772 -1.4370 -1.2098
C: 0.8691 -0.6956 -0.7862
C: 1.1408 0.7404 -1.0978
C: -0.0560 1.7030 -0.9011
H: -2.8678 0.6583 -2.1758
H: -0.8346 -0.2317 -2.8800
H: -3.3428 -0.8286 -1.3666
H: -0.5462 1.9029 -1.8661
H: -1.1541 1.9601 0.9783
H: -3.0678 0.6350 0.4976
H: 0.3700 2.6504 -0.5390
H: 1.9340 1.0707 -0.4061
H: 1.7650 -1.2704 -0.5376
H: 1.5373 0.8602 -2.1197
H: -1.7592 -1.7258 -2.6962
H: -0.1217 -2.5137 -1.3205
P: -0.7294 1.0309 -4.6052
C: -0.9026 2.8259 -4.9156
C: -1.9247 0.4475 -5.8724
P: 1.4947 -0.8984 -5.1363
C: 0.8270 0.7858 -5.5424
C: 0.8685 -1.7808 -6.6449
C: 3.1391 -0.5806 -5.9318
H: -0.0288 3.3458 -4.5054
H: -1.8131 3.1867 -4.4225
H: -0.9678 2.9887 -6.0006
H: -1.7758 1.0315 -6.7918
H: -2.9348 0.6321 -5.4857
H: -1.8241 -0.6211 -6.0844
H: 3.0102 -0.3159 -6.9899
H: 3.7352 -1.4963 -5.8490
H: 3.6467 0.2341 -5.4063
H: 1.5567 1.5502 -5.2337
H: 0.6300 0.8901 -6.6244
H: 1.4034 -2.7379 -6.6916
H: 1.0933 -1.2060 -7.5529
H: -0.2030 -1.9876 -6.5876
O: 0.3385 3.9302 4.1491
C: 1.0745 3.1283 4.8065
C: 1.1619 3.1657 6.2435
C: 2.0835 2.3976 6.9223
C: 2.9555 1.5271 6.2492
C: 2.8618 1.3986 4.8582
C: 1.9159 2.1155 4.1452
C: 1.8135 1.9050 2.6688
O: 2.3581 0.9554 2.1009
O: 1.0954 2.8141 2.0151
H: 0.6821 3.4437 2.7403
H: 0.5047 3.8632 6.7630
H: 2.1424 2.4762 8.0070
H: 3.7028 0.9430 6.7918
H: 3.5252 0.7239 4.3099

Atoms 1-2, force components in eV/Å:
Ru -0.9 1.4 1.6
C 0.8 -0.5 -0.6

***

No. 5
DFT (ωB97M-V with the def2-TZVPD basis set) results for the molecule C16H26N2O4 in a non-equilibrium geometry.

Output
- ΔE to the lowest compared entry with this formula, charge and spin (kJ/mol) = 245.6
- gap between HOMO and LUMO (hartree) = 0.314
- HOMO energy (eV) = -8.48

Geometry (Å):
O: -2.9878 0.9147 1.8058
O: 0.4509 -2.1994 1.7797
O: -2.7403 1.0785 -2.3761
O: 1.6694 1.8431 -3.3336
C: -2.1322 0.3349 1.1677
C: -0.2792 -1.3834 1.1801
C: -1.3543 -0.7518 -0.8629
C: -2.2028 0.1620 -0.2698
N: -0.4338 -1.5488 -0.1682
N: 1.6924 -0.6271 -1.9037
C: -3.2533 0.8918 -1.0566
C: 1.4235 0.6920 2.5763
C: -1.7169 0.3808 4.4764
C: 0.8941 0.7220 -3.7777
C: 1.8547 1.8769 -1.8943
C: 1.5670 -0.5912 -3.3684
C: 2.3640 0.5271 -1.2877
C: 0.4217 -2.4818 -0.9007
C: 1.7935 -1.8883 -1.1836
C: 0.0785 0.9455 1.8731
C: -1.2711 -0.6592 3.4163
C: -0.9257 -0.2003 1.9435
H: -1.8542 1.4216 -2.3772
H: -1.4735 -0.8953 -1.9298
H: -4.2182 0.3582 -1.0808
H: -3.4476 1.8649 -0.6597
H: 1.3193 0.4465 3.6660
H: 2.0333 1.6054 2.5138
H: 2.0223 -0.1086 2.1138
H: -1.6767 0.0193 5.4903
H: -2.7205 0.7686 4.2553
H: -1.0218 1.2465 4.4771
H: 0.8447 0.7794 -4.8703
H: -0.1175 0.7681 -3.3812
H: 2.6145 2.6664 -1.6508
H: 0.9209 2.1858 -1.4424
H: 0.9920 -1.4352 -3.7382
H: 2.5318 -0.6318 -3.7961
H: 2.2426 0.5470 -0.1962
H: 3.4140 0.4028 -1.4818
H: 0.5910 -3.4450 -0.3667
H: -0.1014 -2.7232 -1.8435
H: 2.4209 -2.6358 -1.7298
H: 2.2805 -1.6640 -0.2318
H: -0.3745 1.8340 2.3377
H: 0.2990 1.1530 0.8255
H: -2.0532 -1.4384 3.3943
H: -0.3801 -1.1280 3.8672

Atoms 1-2, force components in eV/Å:
O -0.5 0.4 -0.3
O -1.1 1.5 -0.9

***

Which of these has the lowest ΔE to the lowest compared entry with this formula, charge and spin? C21H42F4N2SbSi3Y

***

Number 5 is which compound? C16H26N2O4

***

Look up the ΔE to the lowest compared entry with this formula, charge and spin of the fifth one. 245.6 kJ/mol

***

What is the ΔE to the lowest compared entry with this formula, charge and spin in the second record? 120.3 kJ/mol